1.
{
  "formula": "C3H11NO",
  "method": "ωB97M-V/def2-TZVPD",
  "total_charge": 0,
  "relative_energy_kj_mol": 92.8,
  "homo_ev": -8.7,
  "lumo_ev": 0.8,
  "orbital_gap_ha": 0.3490,
  "smiles": "CCO.CN",
  "symbols": ["O", "N", "C", "C", "C", "H", "H", "H", "H", "H", "H", "H", "H", "H", "H", "H"],
  "coordinates": [[0.44490, -0.40878, -0.67141], [-1.21272, -1.26085, 1.00281], [1.25575, 0.66192, -0.28547], [2.27496, 0.98622, -1.35501], [-2.38773, -0.40646, 0.75341], [-3.26077, -0.75291, 1.30332], [-2.12281, 0.61143, 1.02567], [-0.84554, -1.15338, 1.93683], [1.79701, 0.41127, 0.64863], [0.64602, 1.55678, -0.07272], [1.76815, 1.25417, -2.28138], [2.91696, 1.81888, -1.04946], [-0.23036, -0.77315, 0.10966], [-2.61363, -0.44212, -0.31040], [2.92255, 0.13240, -1.53684], [-1.35275, -2.23542, 0.78235]],
  "forces_ev_per_angstrom": [[-0.708, -0.558, 0.364], [-0.485, 0.149, 0.364], [-0.091, -0.173, 0.627], [0.044, 0.157, 0.008], [0.202, -0.624, 0.032], [-0.125, 0.215, 0.108], [-0.144, 0.046, 0.000], [-0.152, -0.203, 0.154], [-0.060, 0.167, -0.090], [0.105, 0.039, -0.008], [0.044, -0.020, -0.074], [-0.135, -0.003, -0.007], [1.649, 0.931, -1.531], [0.041, 0.109, -0.009], [-0.024, -0.159, -0.084], [-0.160, -0.074, 0.147]],
  "lowdin_charge": [-0.18, -0.04, -0.41, -0.11, -0.11, 0.07, 0.08, 0.10, 0.10, 0.10, 0.07, 0.07, 0.00, 0.08, 0.07, 0.10]
}

2.
{
  "formula": "C3H11NO",
  "method": "ωB97M-V/def2-TZVPD",
  "total_charge": 0,
  "relative_energy_kj_mol": 119.5,
  "homo_ev": -9.0,
  "lumo_ev": 0.7,
  "orbital_gap_ha": 0.3583,
  "smiles": "CC(C)N.O",
  "symbols": ["O", "N", "C", "C", "C", "H", "H", "H", "H", "H", "H", "H", "H", "H", "H", "H"],
  "coordinates": [[-2.35061, 3.47836, -1.92204], [0.61412, -1.02136, 2.00039], [0.90783, -0.66309, 0.58684], [1.77198, -1.76184, -0.14579], [-0.48131, -0.60980, -0.11186], [1.81585, -1.72437, -1.28054], [-1.21564, 0.00125, 0.36062], [-2.08065, 3.46066, -1.04718], [1.41656, -2.64263, 0.19602], [0.15088, -0.30021, 2.50346], [-1.59402, 3.81923, -2.49520], [-0.29991, -0.43827, -1.18316], [0.03120, -1.82497, 1.98522], [2.83792, -1.52087, 0.03167], [-1.06465, -1.59909, -0.17174], [1.31748, 0.30027, 0.49931]],
  "forces_ev_per_angstrom": [[0.397, 0.663, -4.037], [2.290, -0.100, -0.712], [-2.846, -2.257, -0.625], [1.700, 4.591, -1.344], [0.215, -2.145, -1.587], [-1.014, 0.103, 1.244], [-0.183, 1.169, 0.136], [1.109, 0.061, 2.517], [-0.512, -3.189, 0.933], [-0.360, 0.664, 0.169], [-1.504, -0.729, 1.519], [-0.488, 0.723, 0.211], [-0.554, -0.685, 0.160], [-0.414, -0.818, 0.716], [1.317, 0.749, 0.497], [0.848, 1.199, 0.202]],
  "lowdin_charge": [-0.06, 0.02, -0.45, -0.06, -0.11, 0.09, 0.05, -0.02, 0.02, 0.05, 0.08, 0.07, 0.05, 0.08, 0.10, 0.10]
}

3.
{
  "formula": "C3H11NO",
  "method": "ωB97M-V/def2-TZVPD",
  "total_charge": 0,
  "relative_energy_kj_mol": 72.6,
  "homo_ev": -9.1,
  "lumo_ev": 0.9,
  "orbital_gap_ha": 0.3659,
  "smiles": "CCCN.O",
  "symbols": ["O", "N", "C", "C", "C", "H", "H", "H", "H", "H", "H", "H", "H", "H", "H", "H"],
  "coordinates": [[4.12010, -0.50006, 2.89128], [-0.38931, -0.22113, 0.88737], [-2.16869, 0.39567, -2.45395], [-1.25494, 0.41888, -0.11505], [-0.98962, -0.07161, -1.55598], [4.78143, 0.18622, 2.93387], [3.40513, -0.27881, 2.28767], [-0.96992, -0.77324, 1.49231], [-1.86228, 0.84604, -3.40282], [0.42108, -0.72482, 0.56230], [-0.06113, 0.34915, -1.91894], [-0.98116, -1.15321, -1.50963], [-2.26874, 0.11633, 0.14228], [-2.72392, -0.46366, -2.79417], [-1.15817, 1.49950, -0.11469], [-2.77673, 1.15017, -1.95600]],
  "forces_ev_per_angstrom": [[-0.227, -0.869, 0.308], [-0.361, 0.812, 0.248], [0.870, 0.062, -0.548], [0.814, -1.199, -0.540], [-1.319, 0.858, 0.421], [-0.123, 0.443, -0.330], [0.331, 0.437, 0.029], [0.389, -0.369, 0.176], [0.348, 0.124, 0.190], [-0.236, -0.060, -0.242], [0.390, -0.237, -0.028], [0.388, -0.239, -0.250], [-0.213, 0.403, -0.054], [-0.696, -0.185, 0.318], [-0.105, 0.273, 0.252], [-0.250, -0.256, 0.050]],
  "lowdin_charge": [-0.06, -0.02, -0.11, -0.31, -0.25, 0.03, 0.03, 0.05, 0.06, 0.05, 0.10, 0.09, 0.11, 0.06, 0.10, 0.07]
}

4.
{
  "formula": "C3H11NO",
  "method": "ωB97M-V/def2-TZVPD",
  "total_charge": 0,
  "relative_energy_kj_mol": 676.4,
  "homo_ev": -7.7,
  "lumo_ev": -1.9,
  "orbital_gap_ha": 0.2135,
  "symbols": ["O", "N", "C", "C", "C", "H", "H", "H", "H", "H", "H", "H", "H", "H", "H", "H"],
  "coordinates": [[1.85247, 0.43558, 0.55653], [-0.41244, 1.49564, -0.09018], [-1.18154, 0.42179, -0.76956], [-0.28680, -1.45498, 0.89665], [-0.54113, -0.89538, -0.48937], [-2.19134, 0.39212, -0.38737], [-0.65733, -1.71629, -1.30183], [-0.39985, 2.50581, -0.37572], [2.73563, 0.84975, 0.40965], [0.70528, 0.97621, 0.19363], [-1.01888, -2.21201, 1.09738], [0.61669, -0.61054, -0.76660], [0.64307, -1.91450, 1.10917], [-0.41630, -0.68616, 1.63454], [-1.13596, 0.48460, -1.86515], [1.24316, -0.45168, -1.39500]],
  "forces_ev_per_angstrom": [[1.166, -0.509, -0.896], [1.355, -1.213, 0.386], [1.725, 1.935, -0.219], [-1.106, 0.891, -0.174], [-0.061, -2.726, -1.236], [-0.703, -0.253, -0.053], [-0.533, 1.362, 1.489], [-0.565, -1.938, -0.199], [-1.292, -0.125, 0.196], [-0.812, 2.119, -0.057], [-0.698, -0.560, -0.133], [1.882, 0.321, -0.964], [1.202, -0.231, -0.392], [0.054, 0.563, 0.227], [-0.703, 0.222, 0.023], [-0.911, 0.141, 2.001]],
  "lowdin_charge": [-0.34, -0.09, -0.33, -0.07, -0.21, 0.11, 0.15, 0.06, -0.01, 0.01, 0.08, 0.04, 0.08, 0.09, 0.11, 0.34]
}

5.
{
  "formula": "C3H11NO",
  "method": "ωB97M-V/def2-TZVPD",
  "total_charge": 0,
  "relative_energy_kj_mol": 108.9,
  "homo_ev": -9.5,
  "lumo_ev": 1.0,
  "orbital_gap_ha": 0.3864,
  "smiles": "CCOC.N",
  "symbols": ["O", "N", "C", "C", "C", "H", "H", "H", "H", "H", "H", "H", "H", "H", "H", "H"],
  "coordinates": [[-0.14141, -0.55679, -0.07969], [-0.03908, 1.67147, 3.13860], [-0.68130, 0.60368, -2.09393], [0.43528, 0.11349, -1.20574], [0.34754, -1.87981, 0.12561], [-1.36308, -0.22366, -2.27871], [0.41051, -2.08568, 1.19643], [1.02998, -0.61512, -1.77145], [-0.95724, 1.86353, 2.80592], [-0.38072, 1.02809, -3.04604], [1.34376, -2.09183, -0.26850], [-0.04266, 1.13294, 3.99013], [-1.25189, 1.37633, -1.57085], [-0.36709, -2.56830, -0.33138], [0.49794, 1.33602, 2.35784], [1.15947, 0.89564, -0.96825]],
  "forces_ev_per_angstrom": [[1.048, 0.349, 0.019], [0.317, 0.845, 0.036], [-0.626, 0.371, 0.451], [0.184, -0.982, -0.838], [-0.453, -0.025, 0.227], [-0.045, -0.050, -0.113], [-0.239, 0.137, -0.018], [-0.066, -0.027, -0.009], [-0.675, -0.009, 0.042], [0.375, -0.032, -0.083], [0.002, 0.387, -0.238], [0.130, -0.312, -0.408], [-0.026, -0.048, -0.028], [0.124, -0.230, 0.038], [0.213, -0.560, 0.309], [-0.262, 0.186, 0.615]],
  "lowdin_charge": [-0.20, 0.02, -0.08, -0.29, -0.11, 0.08, 0.08, 0.10, -0.01, 0.07, 0.08, 0.00, 0.08, 0.09, -0.01, 0.11]
}

6.
{
  "formula": "C3H11NO2",
  "method": "ωB97M-V/def2-TZVPD",
  "total_charge": -1,
  "relative_energy_kj_mol": 211.8,
  "homo_ev": [0.7, -4.7],
  "lumo_ev": [4.2, 3.9],
  "multiplicity": 2,
  "orbital_gap_ha": [0.1304, 0.3169],
  "symbols": ["O", "O", "N", "C", "C", "C", "H", "H", "H", "H", "H", "H", "H", "H", "H", "H", "H"],
  "coordinates": [[-2.20962, -0.50410, -2.06674], [-2.18130, -0.54921, 0.95997], [0.80578, 0.22850, -1.28080], [1.27613, 0.54415, 0.04767], [2.26886, -0.36059, 0.54651], [0.50754, 1.38015, 0.71875], [1.76070, -1.22844, 1.29115], [-2.14505, 0.01338, -1.10708], [-3.09374, -0.76362, -2.04420], [3.27882, 0.05301, 0.93881], [0.61910, -0.73845, -1.31884], [-2.60584, -0.77987, 1.84166], [0.70797, 1.34246, 1.79950], [0.02664, 0.88195, -1.39197], [-0.24415, 1.91817, 0.35324], [2.39000, -0.94386, -0.33467], [-1.16184, -0.49363, 1.04703]],
  "forces_ev_per_angstrom": [[2.500, 2.863, 3.172], [0.809, -0.001, 0.349], [1.512, 2.584, 0.498], [-2.272, 0.471, -1.665], [1.036, -2.537, 2.365], [3.485, -1.526, 3.921], [1.190, 2.337, -1.196], [-0.165, -2.149, -3.104], [-2.391, -0.853, 0.037], [-1.947, -0.742, -0.542], [-0.983, -1.174, -0.406], [1.047, 0.297, -0.924], [-0.218, 0.830, -0.328], [-0.099, -1.254, -0.713], [-3.032, 1.973, -1.409], [1.400, -0.905, -0.549], [-1.872, -0.212, 0.496]],
  "lowdin_spin": [0.08, 0.26, 0.03, 0.09, 0.09, 0.07, 0.08, 0.03, 0.02, 0.00, 0.03, 0.09, 0.03, 0.01, 0.02, 0.01, 0.07]
}

7.
{
  "formula": "C3H11NO2",
  "method": "ωB97M-V/def2-TZVPD",
  "total_charge": -1,
  "relative_energy_kj_mol": 101.6,
  "homo_ev": [1.2, -5.9],
  "lumo_ev": [3.4, 3.2],
  "multiplicity": 2,
  "orbital_gap_ha": [0.0816, 0.3372],
  "symbols": ["O", "O", "N", "C", "C", "C", "H", "H", "H", "H", "H", "H", "H", "H", "H", "H", "H"],
  "coordinates": [[1.28717, 0.14090, -0.35456], [0.37544, -0.09926, -4.58265], [0.63732, 1.28683, 2.51594], [-0.73056, -1.19498, 0.01030], [0.35135, -0.35455, 0.66046], [-0.26573, 0.72095, 1.51218], [-0.77303, 1.50041, 0.94685], [-0.25549, -1.72786, -0.82447], [0.23219, 1.10014, 3.43457], [-1.08544, -1.97859, 0.67596], [-0.00556, -0.76003, -5.17770], [1.11200, 1.07886, -0.19611], [0.93937, -1.07126, 1.23850], [-1.53808, -0.65066, -0.46827], [-1.19738, 0.27120, 1.89260], [0.36875, -0.56192, -3.73059], [0.54768, 2.29981, 2.44698]],
  "forces_ev_per_angstrom": [[-1.206, 0.524, 1.043], [-0.166, -0.554, 0.003], [-0.561, 0.242, 0.142], [0.634, -0.630, -1.200], [0.297, -0.924, -0.836], [-0.505, -0.264, 0.397], [0.498, 0.175, -0.736], [0.042, -0.068, 0.083], [0.138, -0.197, 0.024], [-0.383, 0.191, 0.244], [0.077, 0.246, 0.019], [0.736, 0.268, -0.749], [-0.006, 0.365, 0.465], [-0.290, 0.339, 0.380], [0.376, -0.169, 0.734], [0.100, 0.359, 0.027], [0.219, 0.097, -0.041]],
  "lowdin_spin": [0.04, 0.04, 0.08, 0.08, 0.04, 0.29, 0.08, 0.01, 0.08, 0.02, 0.01, 0.03, 0.01, 0.02, 0.08, 0.01, 0.09]
}

8.
{
  "formula": "C3H11NO2",
  "method": "ωB97M-V/def2-TZVPD",
  "total_charge": 0,
  "relative_energy_kj_mol": 112.8,
  "homo_ev": -9.7,
  "lumo_ev": 0.7,
  "orbital_gap_ha": 0.3820,
  "smiles": "C=NCC.O.O",
  "symbols": ["O", "O", "N", "C", "C", "C", "H", "H", "H", "H", "H", "H", "H", "H", "H", "H", "H"],
  "coordinates": [[2.96779, -0.37893, -1.71914], [4.69623, 2.19650, -1.24858], [-1.11548, 0.41423, 0.67002], [-1.54012, 1.18242, 1.58023], [-2.76294, -1.29704, 0.27765], [-1.40318, -1.02354, 0.89323], [2.06808, -0.12130, -1.50136], [-2.82954, -0.82850, -0.69863], [-1.39155, -1.13897, 1.98240], [-0.61900, -1.60342, 0.41003], [-1.85289, 2.19468, 1.35315], [4.86706, 2.68550, -2.05799], [3.03265, -1.28049, -2.04701], [-1.80619, 0.74469, 2.55474], [-3.53974, -0.83464, 0.87543], [4.12404, 1.46178, -1.49988], [-2.89523, -2.37298, 0.17571]],
  "forces_ev_per_angstrom": [[0.606, 0.531, 0.049], [0.008, 0.087, 0.060], [-0.887, 0.135, -0.603], [-0.429, -0.959, -0.155], [0.334, -0.125, 0.030], [0.928, 1.343, 0.309], [-0.132, -0.532, -0.137], [0.137, -0.069, -0.259], [-0.080, -0.756, -0.029], [-0.020, -0.167, 0.147], [0.848, 0.413, 0.215], [-0.045, -0.059, -0.012], [-0.506, 0.148, 0.119], [-0.251, 0.326, 0.048], [-0.223, -0.179, 0.225], [0.037, -0.155, -0.057], [-0.325, 0.019, 0.049]],
  "lowdin_charge": [-0.05, -0.07, -0.05, -0.08, -0.10, -0.30, 0.04, 0.07, 0.09, 0.10, 0.07, 0.03, 0.05, 0.07, 0.07, -0.01, 0.07]
}

9.
{
  "formula": "C3H11NO2",
  "method": "ωB97M-V/def2-TZVPD",
  "total_charge": 0,
  "relative_energy_kj_mol": 93.6,
  "homo_ev": -10.1,
  "lumo_ev": 0.9,
  "orbital_gap_ha": 0.4028,
  "smiles": "C=NCC.O.O",
  "symbols": ["O", "O", "N", "C", "C", "C", "H", "H", "H", "H", "H", "H", "H", "H", "H", "H", "H"],
  "coordinates": [[-1.01381, 1.27493, 2.28217], [-1.77483, -2.02514, 0.11930], [0.89924, -0.59279, 0.00718], [1.03546, 0.56076, -0.90884], [1.28709, -0.42787, 1.18510], [-0.04625, 0.50938, -1.96582], [0.01056, -0.43638, -2.49681], [-1.22433, -1.28847, -0.18454], [1.77606, 0.46398, 1.60188], [-0.74005, 0.90756, 3.13260], [2.05763, 0.64610, -1.28424], [-2.28734, -2.23523, -0.67023], [0.08773, 1.32100, -2.68389], [1.07622, -1.15937, 1.95691], [-1.02865, 0.51312, -1.49143], [0.84168, 1.44723, -0.28349], [-0.95641, 0.52119, 1.68414]],
  "forces_ev_per_angstrom": [[0.158, -0.138, 0.153], [-0.199, 0.304, -0.348], [-0.214, 0.272, -0.686], [-0.317, 0.437, 1.178], [0.174, 0.224, 1.044], [0.466, -0.481, -0.199], [0.108, -0.122, -0.249], [0.330, -0.346, 0.211], [-0.017, 0.167, -0.493], [-0.131, 0.139, -0.099], [-0.140, -0.243, -0.239], [-0.088, -0.148, 0.187], [-0.334, -0.007, 0.132], [0.072, -0.571, -0.190], [-0.034, 0.425, -0.098], [0.316, 0.077, -0.282], [-0.150, 0.013, -0.024]],
  "lowdin_charge": [-0.06, -0.07, -0.04, -0.29, -0.09, -0.10, 0.07, -0.03, 0.09, 0.04, 0.11, 0.03, 0.08, 0.08, 0.07, 0.11, 0.00]
}

10.
{
  "formula": "C3H11NO2",
  "method": "ωB97M-V/def2-TZVPD",
  "total_charge": 0,
  "relative_energy_kj_mol": 62.1,
  "homo_ev": -8.7,
  "lumo_ev": 0.7,
  "orbital_gap_ha": 0.3455,
  "smiles": "CCNCO.O",
  "symbols": ["O", "O", "N", "C", "C", "C", "H", "H", "H", "H", "H", "H", "H", "H", "H", "H", "H"],
  "coordinates": [[2.31856, 0.59450, 2.81274], [-1.93359, -2.21329, -0.74751], [-0.13226, -0.70510, -0.42206], [-0.67909, 0.47321, -1.02776], [0.07894, 1.71578, -0.63674], [-0.95195, -1.71470, 0.15226], [0.06576, 1.82800, 0.41213], [-0.34582, 2.62450, -1.04625], [2.36891, 1.55367, 2.76308], [2.98946, 0.22368, 2.23665], [-0.75075, 0.44811, -2.12015], [0.84189, -0.91228, -0.54441], [-1.50560, -1.32528, 1.00834], [-0.30731, -2.54925, 0.41680], [1.10116, 1.69965, -1.00790], [-1.71273, 0.55386, -0.67592], [-1.44557, -2.29506, -1.57329]],
  "forces_ev_per_angstrom": [[-0.302, -0.112, 0.271], [-0.089, 0.120, -0.186], [0.369, -0.344, -0.001], [-0.566, 0.336, 0.043], [0.167, 0.315, -0.877], [0.070, 0.201, -0.282], [0.247, 0.055, 1.320], [-0.350, 0.112, -0.276], [0.193, -0.118, -0.173], [0.108, 0.234, -0.095], [0.044, -0.322, -0.110], [-0.046, 0.025, -0.147], [-0.087, -0.204, 0.094], [0.192, 0.075, 0.534], [0.241, -0.187, 0.130], [0.039, 0.001, -0.017], [-0.228, -0.188, -0.228]],
  "lowdin_charge": [-0.06, -0.07, -0.07, -0.29, -0.10, -0.31, 0.05, 0.07, 0.03, 0.03, 0.11, 0.11, 0.12, 0.12, 0.07, 0.12, 0.08]
}